1.
{"formula": "C5H7Br2F", "method": "ωB97M-V with the def2-TZVPD basis set", "elements": ["C", "C", "C", "C", "C", "F", "Br", "Br", "H", "H", "H", "H", "H", "H", "H"], "positions_angstrom": [[0.227754, 1.530342, 0.296013], [0.528844, 1.922825, -1.055021], [-0.210411, 0.613457, -0.809391], [0.515553, -0.624244, -1.058646], [-0.531576, -2.257870, 1.655054], [-1.468375, -2.896201, 0.988865], [0.140367, -2.106627, -2.190983], [-1.228080, -0.728888, 2.570269], [0.889760, 1.098579, 0.976020], [-0.517159, 2.034292, 0.720501], [0.072189, 2.661228, -1.536796], [1.506732, 1.812586, -1.268957], [-1.277686, 0.697423, -1.231308], [1.279989, -1.018838, -0.344898], [0.072099, -2.738065, 2.289278]], "forces_ev_per_a": [[0.012, -1.661, -0.893], [0.810, -2.408, 1.290], [-2.020, -0.124, -2.100], [1.124, -1.468, 1.322], [-2.653, 3.251, -1.574], [0.172, -0.510, -0.093], [-0.408, 0.929, 0.082], [0.150, -0.206, -0.298], [1.458, -0.275, 0.725], [-2.975, 1.826, 1.985], [-2.069, 2.992, -1.609], [3.134, -0.326, -1.208], [1.616, -0.419, 1.053], [-0.661, 0.912, -0.599], [2.309, -2.513, 1.918]], "lowdin_charge": [-0.15, -0.10, -0.36, -0.57, -0.56, -0.05, 0.63, 0.68, 0.09, 0.06, 0.07, 0.08, 0.16, 0.04, -0.01], "relative_energy_kj_mol": 355.35, "e_tot_ev": -148095.28956, "homo_lumo_gap_ev": [7.08, 9.22], "e_homo_ev": [-7.445, -8.933]}

2.
{"formula": "C5H8CsO5", "method": "ωB97M-V with the def2-TZVPD basis set", "elements": ["O", "C", "C", "O", "O", "C", "H", "H", "H", "H", "O", "O", "C", "C", "H", "H", "H", "H", "Cs"], "positions_angstrom": [[1.486100, 0.712318, -0.595809], [0.273569, 0.765077, -1.376300], [1.413467, 1.578372, 0.526144], [0.488073, 0.802203, -2.600731], [-0.492701, 1.772109, -0.792418], [0.279545, 2.522122, 0.129775], [2.373091, 2.096254, 0.648315], [1.186572, 0.973126, 1.419517], [-0.358972, 2.776428, 0.983817], [0.661442, 3.425325, -0.369169], [0.072689, -3.117386, 0.760202], [-0.565144, -0.852011, -1.019248], [-1.185240, -2.607520, 0.556454], [-1.219603, -1.113520, 0.197860], [-1.844214, -2.705883, 1.458989], [-1.739793, -3.136229, -0.264111], [-0.739213, -0.545127, 1.022707], [-2.279440, -0.779403, 0.151166], [2.189772, -2.566254, -0.837161]], "forces_ev_per_a": [[0.401, -0.377, 0.756], [0.766, -0.620, -1.849], [-0.262, -0.684, -0.387], [-0.746, -0.701, 1.138], [-0.663, 0.063, 0.776], [-0.288, -0.367, -0.006], [-0.142, -0.096, 0.020], [-0.009, 0.373, -0.051], [0.128, 0.176, -0.173], [-0.058, -0.072, 0.164], [0.223, 0.022, -0.213], [1.051, 1.372, -0.266], [0.144, -0.069, 0.015], [0.323, 0.584, -0.271], [0.050, 0.000, -0.088], [0.107, 0.125, 0.144], [-0.082, -0.170, 0.015], [0.097, -0.056, 0.051], [-1.040, 0.496, 0.226]], "lowdin_charge": [-0.12, -0.65, -0.18, -0.02, -0.02, -0.16, 0.11, 0.11, 0.12, 0.12, -0.61, -0.24, -0.50, -0.34, 0.08, 0.09, 0.10, 0.10, 1.02], "relative_energy_kj_mol": 0.00, "charge": -1, "e_tot_ev": -16099.14317, "homo_lumo_gap_ev": 4.97, "e_homo_ev": -3.120}

3.
{"formula": "C3H9NO2", "method": "ωB97M-V with the def2-TZVPD basis set", "elements": ["C", "C", "O", "O", "H", "H", "H", "H", "C", "N", "H", "H", "H", "H", "H"], "positions_angstrom": [[-2.991723, -1.157544, -0.175313], [-1.658901, -0.831243, -0.680852], [-1.208508, -0.606026, -1.774533], [-0.899904, -0.430770, 0.386756], [-3.651612, -0.410686, -0.688804], [-3.126721, -0.972123, 0.890632], [-3.477716, -2.119069, -0.269327], [-0.078889, 0.082351, 0.347925], [2.382511, 1.027159, -0.280497], [2.288629, 0.927735, 1.175144], [1.756910, 0.282195, -0.786239], [3.423385, 0.636338, -0.482557], [2.181657, 1.905365, -0.867923], [2.367995, -0.015275, 1.505668], [2.692892, 1.681588, 1.699927]], "forces_ev_per_a": [[-2.687, 0.629, 0.192], [3.413, 2.368, 0.321], [-1.204, -1.094, -0.505], [-0.803, -0.738, 1.934], [0.333, -0.714, 0.301], [0.629, 0.299, -0.091], [0.544, -0.456, -0.895], [-0.132, -0.200, -1.116], [2.235, -2.703, -0.202], [-2.002, 1.067, -0.787], [-0.211, -0.085, 0.403], [-0.767, 0.833, -0.819], [0.012, 0.982, 0.803], [0.413, 0.196, 0.297], [0.229, -0.384, 0.165]], "lowdin_charge": [0.00, -0.55, 0.09, 0.05, 0.12, 0.09, 0.08, 0.08, -0.19, -0.07, 0.05, 0.08, 0.07, 0.06, 0.05], "relative_energy_kj_mol": 171.59, "smiles": "CC(=O)O.CN", "e_tot_ev": -8841.17686, "homo_lumo_gap_ev": 9.91, "e_homo_ev": -9.022}

4.
{"formula": "C15H7F15N2O7PtS6Te", "method": "ωB97M-V with the def2-TZVPD basis set", "elements": ["Pt", "S", "C", "S", "S", "F", "C", "F", "F", "S", "O", "O", "N", "S", "O", "O", "C", "F", "F", "F", "F", "C", "F", "F", "C", "O", "C", "F", "F", "F", "C", "F", "F", "F", "O", "C", "C", "C", "C", "O", "N", "H", "H", "H", "H", "Te", "C", "C", "C", "C", "S", "H", "H", "H"], "positions_angstrom": [[1.354482, -1.467102, -1.347551], [4.784578, -4.498205, 0.019031], [3.612482, -3.399529, -0.586497], [3.641363, -2.147987, 0.552315], [2.504381, -3.471834, -1.864561], [2.247234, 4.551784, 2.887693], [1.694111, 4.891722, 4.038486], [2.688561, 5.199503, 4.891396], [1.076257, 6.067455, 3.868403], [0.539486, 3.728861, 4.812263], [1.497594, 2.765128, 5.233816], [-0.478064, 3.346022, 3.834181], [-0.053340, 4.684953, 5.927902], [-1.102317, 4.183791, 6.959734], [-1.156740, 2.740835, 7.034993], [-1.100964, 4.892825, 8.188118], [-2.764054, 4.614585, 6.291050], [-3.598715, 4.671293, 7.389780], [-2.795196, 5.837002, 5.713233], [-3.323330, 3.832078, 5.386739], [-3.729196, -2.692684, -3.262255], [-2.494500, -2.182793, -3.366485], [-2.206615, -2.007650, -4.660492], [-2.546730, -0.932197, -2.804942], [-1.361444, -2.952216, -2.563552], [-0.211735, -2.276995, -2.804874], [-1.889444, -3.296864, -1.113087], [-0.982233, -3.985468, -0.400591], [-2.390921, -2.314752, -0.388907], [-2.913442, -4.205375, -1.302792], [-1.213626, -4.397495, -3.360386], [-0.512193, -4.242826, -4.458400], [-2.298983, -5.099182, -3.708687], [-0.473303, -5.185045, -2.553996], [0.357306, 1.900324, -1.581406], [0.060748, 1.305007, -0.546363], [-0.691449, 1.972380, 0.677898], [-1.045064, 0.816726, 1.664896], [-0.226640, -0.321416, 1.009185], [-0.057644, -1.407943, 1.540865], [0.254301, -0.009206, -0.228200], [-1.594133, 2.442764, 0.249562], [-0.052406, 2.780301, 1.210128], [-2.031653, 0.542140, 1.593457], [-0.601473, 0.944772, 2.697329], [1.890424, 0.384374, -3.130959], [2.266946, -0.897215, -4.765260], [2.098915, -2.254167, -4.856204], [2.460656, -2.785670, -6.147584], [2.864976, -1.831109, -6.999247], [2.672434, -0.245243, -6.288150], [1.741568, -2.920900, -4.102759], [2.494269, -3.776186, -6.428499], [3.094491, -1.891371, -8.049764]], "forces_ev_per_a": [[-0.940, -0.056, 0.249], [-0.427, 0.254, -0.595], [-0.061, 0.001, 0.671], [0.287, -0.080, -0.074], [0.661, -0.229, 0.428], [-0.275, -0.754, -0.162], [0.231, 2.531, 0.650], [0.287, -0.710, 0.131], [-0.571, 0.402, -0.771], [-1.437, -0.837, -1.105], [0.095, -0.929, 0.545], [1.245, 0.482, 0.778], [0.446, 0.437, -0.052], [-0.130, -2.458, -0.377], [-0.117, 0.433, -0.051], [0.436, 1.041, 0.441], [-1.313, 1.384, 0.272], [0.416, -0.205, -1.048], [0.379, 0.127, 0.532], [0.303, -0.891, 0.241], [0.016, -0.077, -0.332], [0.471, 1.298, 1.606], [-0.081, -0.395, 0.252], [-0.220, -0.470, -0.505], [-0.131, -0.372, -2.389], [-0.692, -0.431, 1.135], [-0.037, -1.818, -0.646], [-0.058, 1.028, -0.015], [0.361, 0.313, -0.157], [0.149, 0.524, 0.247], [0.606, 0.426, 1.897], [0.429, 0.441, -1.020], [-0.484, 0.242, 0.119], [-0.032, -0.426, -0.100], [0.114, -0.453, 0.334], [-1.026, 0.048, 2.055], [0.456, 0.963, 0.316], [4.580, 0.778, -0.867], [-0.653, -1.030, 1.514], [0.005, 0.474, -0.477], [0.676, 0.652, -1.457], [0.444, 0.073, 0.296], [-1.013, -1.282, -1.143], [-2.389, -0.545, 0.390], [-1.077, 0.026, -1.095], [0.209, -0.279, -0.491], [-0.770, -0.307, 0.427], [0.452, -0.578, -0.980], [0.079, 1.872, 1.323], [-0.556, 1.834, -0.409], [0.835, -0.378, -0.677], [-0.160, 0.196, 0.384], [-0.199, -2.123, -0.214], [0.183, -0.166, -0.024]], "lowdin_charge": [0.68, 0.49, -1.83, 0.49, 0.53, 0.15, -0.70, 0.11, 0.10, 0.60, -0.27, -0.30, -0.30, 0.54, -0.30, -0.28, -0.63, 0.07, 0.10, 0.14, 0.15, -0.53, 0.16, 0.12, -0.29, -0.30, -0.52, 0.15, 0.19, 0.10, -0.55, 0.17, 0.15, 0.12, -0.18, -0.51, -0.07, -0.06, -0.52, 0.03, -0.06, 0.11, 0.13, 0.08, 0.13, 1.24, -0.98, -0.26, -0.18, -0.41, 0.88, -0.01, 0.08, 0.05], "relative_energy_kj_mol": 67.84, "s_squared": 6.02, "multiplicity": 5, "charge": -2, "e_tot_ev": -149296.08159, "homo_lumo_gap_ev": [6.38, 5.92], "e_homo_ev": [-3.029, -4.270]}